Molecular formula: C21H20F2N4O2S
Method: DFT, ωB97M-V with the def2-TZVPD basis set

Structure (XYZ):
```
50
Properties=species:S:1:pos:R:3
N 2.151 -0.126 -3.205
C 1.107 -0.002 -2.183
C 0.938 -1.289 -1.468
C -0.069 -1.161 -0.326
C -0.108 -2.420 0.583
C -0.510 -3.616 0.022
C -0.658 -4.737 0.828
N -0.373 -4.721 2.154
C 0.084 -3.556 2.685
C 0.202 -2.371 1.948
N 0.556 -1.102 2.507
C 0.644 -0.669 3.829
O 0.523 -1.417 4.795
C 0.868 0.801 4.096
C 0.984 1.403 5.301
S 1.249 3.140 5.160
C 1.207 2.939 3.371
C 1.347 4.057 2.391
C 1.167 3.848 0.995
F 0.739 2.671 0.518
C 1.460 4.867 0.083
C 1.899 6.141 0.467
C 1.985 6.374 1.849
C 1.697 5.391 2.797
F 1.845 5.694 4.110
N 0.987 1.683 3.008
C -1.464 -0.882 -0.887
C -1.358 0.385 -1.740
C -0.231 0.402 -2.790
O -0.130 1.707 -3.337
H 1.879 -0.608 -4.048
H 2.965 -0.541 -2.798
H 1.402 0.809 -1.510
H 0.585 -2.081 -2.154
H 1.928 -1.531 -1.054
H 0.198 -0.257 0.282
H -0.789 -3.760 -1.001
H -1.036 -5.651 0.382
H 0.333 -3.537 3.727
H 0.569 -0.294 1.912
H 0.946 0.892 6.252
H 1.381 4.676 -0.977
H 2.236 6.866 -0.265
H 2.393 7.299 2.232
H -2.204 -0.710 -0.077
H -1.787 -1.775 -1.452
H -1.251 1.213 -1.060
H -2.326 0.473 -2.272
H -0.485 -0.320 -3.578
H 0.786 1.863 -3.642
```

Energy above the lowest of the compared OMol25 structures with the same formula, charge and spin (kJ/mol): 13.7
HOMO-LUMO gap (eV): 8.3
Calculated total energy (eV): -48427.477
LUMO energy (eV): -0.4
Highest occupied orbital energy (eV): -8.73
SMILES: N[C@@H]1C[C@H](c2ccncc2NC(=O)c2csc(-c3c(F)cccc3F)n2)CC[C@H]1O

---

Molecular formula: C22H34N2O6P2Zn
Method: DFT, ωB97M-V with the def2-TZVPD basis set

Structure (XYZ):
```
67
Properties=species:S:1:pos:R:3
P 1.111 -0.583 -2.517
P 1.674 2.338 -1.970
C 1.376 0.511 -4.007
C 2.204 1.751 -3.647
H 0.377 0.779 -4.389
H 1.885 -0.095 -4.768
H 3.285 1.527 -3.589
H 2.031 2.584 -4.344
C 0.049 3.067 -2.396
H -0.232 3.735 -1.573
H -0.725 2.296 -2.516
H 0.151 3.644 -3.322
C 2.703 3.786 -1.651
H 2.495 4.534 -2.427
H 3.760 3.493 -1.676
H 2.455 4.191 -0.662
C -0.292 -1.571 -3.159
H -0.480 -2.409 -2.473
H -0.056 -1.990 -4.146
H -1.193 -0.948 -3.237
C 2.436 -1.818 -2.800
H 3.422 -1.345 -2.733
H 2.294 -2.274 -3.789
H 2.328 -2.572 -2.008
Zn 1.494 0.592 -0.630
C -3.506 -0.014 -0.569
C -4.113 -0.447 -1.685
C -4.091 -1.843 -2.231
C -4.282 -2.946 -1.157
C -3.031 -3.714 -0.866
C -1.890 -3.181 -0.425
C -1.634 -1.701 -0.248
C -2.733 -0.843 0.418
C 3.257 -0.340 -0.178
H -3.620 1.040 -0.294
H -4.679 0.251 -2.310
H -3.164 -2.033 -2.807
H -4.918 -1.947 -2.959
H -4.686 -2.506 -0.235
H -5.029 -3.665 -1.530
H -3.097 -4.794 -1.011
H -1.004 -3.807 -0.234
H -1.433 -1.232 -1.222
H -0.695 -1.565 0.313
H -3.365 -1.471 1.065
H -2.219 -0.114 1.074
H 3.867 0.441 0.294
H 3.851 -0.812 -0.973
H 3.014 -1.113 0.567
O 0.557 0.663 1.138
C 1.398 1.114 2.033
O 2.466 1.704 1.808
C 1.026 0.883 3.490
C 1.870 0.126 4.310
C 1.596 0.008 5.694
C 0.496 0.661 6.259
C -0.314 1.449 5.432
C -0.081 1.531 4.038
N -1.334 2.282 6.008
O -1.512 2.243 7.245
O -1.994 3.023 5.249
N 2.474 -0.770 6.534
O 3.445 -1.356 6.009
O 2.231 -0.820 7.759
H 2.759 -0.340 3.890
H 0.288 0.570 7.319
H -0.718 2.162 3.419
```

Energy above the lowest of the compared OMol25 structures with the same formula, charge and spin (kJ/mol): 0.0
HOMO-LUMO gap (eV): 7.0
Calculated total energy (eV): -105619.719
LUMO energy (eV): -1.0
Highest occupied orbital energy (eV): -8.01

---

Molecular formula: C4H2OS3
Method: DFT, ωB97M-V with the def2-TZVPD basis set

Structure (XYZ):
```
10
Properties=species:S:1:pos:R:3
O 2.508 -0.064 -0.864
C 1.319 -0.091 -0.840
C 0.386 0.011 -2.130
S -1.284 -0.028 -1.543
C -0.934 -0.163 0.175
S -1.921 -0.596 1.443
C 0.537 0.306 0.455
S 1.390 0.640 1.757
H 0.584 -0.876 -2.797
H 0.557 0.773 -2.770
```

Energy above the lowest of the compared OMol25 structures with the same formula, charge and spin (kJ/mol): 27.9
HOMO-LUMO gap (eV): 6.7
Calculated total energy (eV): -38731.240
LUMO energy (eV): -2.3
Highest occupied orbital energy (eV): -9.06
SMILES: O=C1CSC(=S)C1=S

---

Molecular formula: C2HN2O2
Method: DFT, ωB97M-V with the def2-TZVPD basis set

Structure (XYZ):
```
7
Properties=species:S:1:pos:R:3
C -3.310 2.240 1.915
C -0.126 -0.421 0.887
N 0.300 -1.406 0.173
N 0.954 -0.502 1.559
O -2.903 2.137 2.957
O -3.942 2.370 0.951
H -0.925 0.203 0.803
```

Energy above the lowest of the compared OMol25 structures with the same formula, charge and spin (kJ/mol): 379.8
HOMO-LUMO gap (eV): 3.7
Calculated total energy (eV): -9162.304
LUMO energy (eV): 2.7
Net charge: -1
Highest occupied orbital energy (eV): -0.93

---

Molecular formula: C41H34MnN5O4P2Se2
Method: DFT, ωB97M-V with the def2-TZVPD basis set

Structure (XYZ):
```
89
Properties=species:S:1:pos:R:3
Mn -1.710 -0.871 -1.594
O -0.245 0.901 -5.393
C -0.675 -0.071 -6.214
C -0.416 0.069 -7.580
C -0.830 -0.898 -8.474
C -1.512 -2.027 -8.027
C -1.768 -2.166 -6.675
C -1.362 -1.205 -5.752
C -1.648 -1.374 -4.299
O -1.251 -0.432 -3.506
N -2.280 -2.452 -3.919
N -2.442 -2.423 -2.533
C -3.022 -3.434 -2.007
C -3.307 -3.575 -0.589
C -3.909 -4.774 -0.187
C -4.281 -5.021 1.117
C -4.062 -4.018 2.066
C -3.477 -2.827 1.704
C -3.055 -2.557 0.378
O -2.502 -1.410 0.123
H -0.515 0.622 -4.481
H 0.116 0.954 -7.907
H -0.620 -0.772 -9.530
H -1.837 -2.786 -8.727
H -2.295 -3.030 -6.294
H -3.333 -4.237 -2.676
H -4.086 -5.530 -0.946
H -4.741 -5.961 1.393
H -4.358 -4.175 3.097
H -3.316 -2.044 2.435
Se 2.559 4.593 -0.176
P 1.546 3.332 1.175
C 0.566 4.215 2.432
C 0.987 5.475 2.840
C 0.326 6.131 3.868
C -0.762 5.532 4.488
C -1.192 4.280 4.073
C -0.532 3.621 3.047
C 2.684 2.339 2.196
C 4.059 2.507 2.096
C 4.909 1.736 2.875
C 4.390 0.795 3.754
C 3.016 0.628 3.861
C 2.168 1.401 3.082
C 0.356 2.212 0.417
C 0.289 0.893 -0.048
N -0.897 0.783 -0.676
N -1.515 1.950 -0.615
N -0.786 2.823 0.032
P 1.182 -0.655 0.124
Se 0.552 -2.119 -1.301
C 0.786 -1.193 1.820
C -0.410 -0.769 2.391
C -0.753 -1.176 3.673
C 0.078 -2.026 4.386
C 1.247 -2.491 3.802
C 1.595 -2.082 2.524
C 2.940 -0.269 -0.106
C 3.272 0.914 -0.761
C 4.592 1.189 -1.091
C 5.588 0.280 -0.784
C 5.262 -0.918 -0.162
C 3.946 -1.199 0.162
H 1.824 5.940 2.333
H 0.657 7.113 4.180
H -1.283 6.047 5.286
H -2.052 3.817 4.540
H -0.890 2.657 2.707
H 4.447 3.230 1.389
H 5.981 1.861 2.787
H 5.056 0.188 4.354
H 2.602 -0.111 4.534
H 1.100 1.262 3.159
H -1.090 -0.143 1.830
H -1.683 -0.833 4.107
H -0.194 -2.343 5.385
H 1.890 -3.178 4.338
H 2.503 -2.466 2.087
H 2.509 1.630 -1.031
H 4.824 2.124 -1.585
H 6.618 0.494 -1.044
H 6.034 -1.645 0.056
H 3.707 -2.163 0.585
C -4.617 0.001 -1.349
O -3.370 0.416 -1.907
H -5.420 0.644 -1.716
H -4.585 0.015 -0.259
H -4.795 -1.021 -1.677
H -3.087 1.253 -1.486
```

Energy above the lowest of the compared OMol25 structures with the same formula, charge and spin (kJ/mol): 0.0
HOMO-LUMO gap (spin up / spin down) (eV): 6.8 / 6.6
Calculated total energy (eV): -239304.714
LUMO energy (spin up / spin down) (eV): 2.2 / 2.2
Multiplicity: 2
Net charge: -1
Highest occupied orbital energy (spin up / spin down) (eV): -4.54 / -4.36

---

Molecular formula: C59H52CdFGeIN3OP3
Method: DFT, ωB97M-V with the def2-TZVPD basis set

Structure (XYZ):
```
122
Properties=species:S:1:pos:R:3
Cd -4.572 -20.471 -6.031
F -1.984 -20.301 -1.534
Ge -2.850 -20.439 -3.054
C -2.652 -18.506 -3.514
C -2.804 -17.661 -2.441
C -2.787 -16.235 -2.574
C -2.473 -15.704 -3.826
C -2.310 -16.564 -4.914
C -2.565 -17.941 -4.817
P -2.508 -18.930 -6.261
C -0.782 -19.603 -6.226
C 0.200 -19.219 -5.339
C 1.523 -19.667 -5.504
C 1.751 -20.739 -6.350
C 0.793 -21.118 -7.288
C -0.500 -20.492 -7.231
C -2.410 -17.889 -7.703
C -1.425 -18.104 -8.702
C -1.632 -17.411 -9.938
C -2.716 -16.494 -10.118
C -3.586 -16.295 -9.056
C -3.414 -16.957 -7.850
C -4.592 -20.882 -2.200
C -4.422 -21.617 -0.998
C -5.397 -21.548 0.015
C -6.594 -20.889 -0.237
C -6.833 -20.366 -1.500
C -5.834 -20.341 -2.470
P -6.351 -19.885 -4.140
C -8.096 -20.405 -4.405
C -8.575 -21.691 -4.164
C -9.920 -22.042 -4.435
C -10.743 -21.140 -5.094
C -10.209 -19.958 -5.607
C -8.953 -19.529 -5.151
C -6.418 -18.063 -4.225
C -7.026 -17.382 -3.116
C -7.099 -15.963 -3.131
C -6.614 -15.237 -4.253
C -6.114 -15.963 -5.373
C -6.133 -17.383 -5.424
C -1.913 -22.060 -3.786
C -0.579 -22.170 -3.323
C 0.154 -23.371 -3.454
C -0.468 -24.496 -3.965
C -1.681 -24.353 -4.529
C -2.351 -23.115 -4.559
P -3.862 -23.024 -5.583
C -5.064 -23.978 -4.605
C -6.218 -24.336 -5.333
C -7.129 -25.169 -4.653
C -6.913 -25.490 -3.295
C -5.751 -25.070 -2.624
C -4.798 -24.337 -3.284
C -3.513 -24.078 -7.087
C -2.879 -23.526 -8.198
C -2.618 -24.342 -9.325
C -2.893 -25.701 -9.303
C -3.491 -26.222 -8.179
C -3.861 -25.411 -7.106
H -2.932 -18.161 -1.483
H -3.093 -15.713 -1.685
H -2.445 -14.647 -3.963
H -2.035 -16.144 -5.891
H -0.060 -18.561 -4.490
H 2.284 -19.156 -4.945
H 2.656 -21.326 -6.305
H 1.095 -21.837 -8.046
H -1.274 -20.730 -7.943
H -0.467 -18.589 -8.593
H -0.889 -17.487 -10.761
H -2.829 -15.979 -11.046
H -4.334 -15.506 -9.145
H -4.060 -16.785 -7.014
H -3.461 -22.055 -0.830
H -5.137 -21.948 0.970
H -7.329 -20.799 0.554
H -7.837 -20.119 -1.758
H -7.869 -22.393 -3.708
H -10.353 -22.991 -4.103
H -11.745 -21.354 -5.483
H -10.846 -19.382 -6.241
H -8.731 -18.489 -5.349
H -7.218 -17.880 -2.153
H -7.425 -15.474 -2.243
H -6.605 -14.177 -4.251
H -5.666 -15.426 -6.230
H -5.959 -17.884 -6.399
H -0.187 -21.337 -2.716
H 1.214 -23.387 -3.246
H 0.074 -25.451 -3.999
H -2.149 -25.188 -4.951
H -6.346 -24.018 -6.381
H -8.006 -25.539 -5.198
H -7.637 -26.112 -2.683
H -5.701 -25.296 -1.562
H -3.996 -23.884 -2.692
H -2.673 -22.435 -8.129
H -2.201 -23.930 -10.237
H -2.596 -26.335 -10.095
H -3.644 -27.326 -8.088
H -4.365 -25.837 -6.239
O -6.636 -21.461 -7.186
H -7.127 -22.140 -6.629
H -7.288 -20.759 -7.437
N -3.250 -13.528 -7.443
N -4.446 -12.699 -7.375
H -2.421 -12.915 -7.571
H -3.183 -13.825 -6.508
H -5.043 -13.036 -8.135
H -4.162 -11.737 -7.595
I -8.160 -18.436 -8.384
C -6.616 -19.386 -9.612
C -6.967 -19.656 -10.960
C -5.951 -20.061 -11.843
C -4.665 -20.372 -11.267
C -4.490 -20.084 -9.931
N -5.437 -19.570 -9.088
H -7.915 -19.315 -11.386
H -6.159 -20.148 -12.927
H -3.847 -20.804 -11.844
H -3.511 -20.132 -9.529
```

Energy above the lowest of the compared OMol25 structures with the same formula, charge and spin (kJ/mol): 169.2
HOMO-LUMO gap (eV): 7.9
Calculated total energy (eV): -168295.680
LUMO energy (eV): -5.0
Net charge: +2
Highest occupied orbital energy (eV): -12.89

---

Molecular formula: C4H8IN2
Method: DFT, ωB97M-V with the def2-TZVPD basis set

Structure (XYZ):
```
15
Properties=species:S:1:pos:R:3
C -1.072 1.217 0.726
C -0.555 -0.117 0.177
I -2.413 -1.722 -0.012
C 0.059 0.090 -1.144
N 1.383 -0.424 -0.971
C 1.540 -0.903 0.251
N 0.481 -0.667 0.973
H -1.725 1.083 1.615
H -1.670 1.612 -0.067
H -0.173 1.737 0.960
H -0.496 -0.423 -1.952
H -0.020 1.104 -1.302
H 2.023 -0.365 -1.796
H 2.451 -1.332 0.672
H 0.186 -0.889 1.869
```

Energy above the lowest of the compared OMol25 structures with the same formula, charge and spin (kJ/mol): 86.1
HOMO-LUMO gap (eV): 8.4
Calculated total energy (eV): -15351.214
LUMO energy (eV): -4.8
Net charge: +1
Highest occupied orbital energy (eV): -13.24
SMILES: C[C@@]1(I)C[NH+]=CN1

---

Molecular formula: C37H84NO6P2S
Method: DFT, ωB97M-V with the def2-TZVPD basis set

Structure (XYZ):
```
131
Properties=species:S:1:pos:R:3
C -1.191 4.123 -1.066
C -2.227 3.604 -2.165
C -3.638 3.561 -1.482
C -4.674 2.517 -2.032
C -4.127 1.467 -3.052
C -3.242 0.424 -2.277
C -3.928 -0.922 -1.869
C -3.927 -2.150 -2.862
C -3.200 -1.903 -4.232
C -1.657 -2.194 -4.128
O -1.423 -3.572 -3.825
C -5.396 -0.930 -1.252
P -6.869 -0.431 -2.287
O -7.560 0.770 -1.655
C -5.357 -0.392 0.257
N -3.883 -0.577 0.596
P -3.149 0.806 1.473
S -4.418 1.704 2.669
C -3.141 -1.287 -0.512
C -1.582 -1.286 -0.521
C -0.989 -1.826 0.838
C -0.759 -3.399 0.778
C -0.566 -3.880 2.262
C 0.636 -4.863 2.500
C 1.982 -4.439 1.800
C 3.159 -4.144 2.825
C 3.781 -2.741 2.451
C 5.036 -2.392 3.328
C 5.266 -0.844 3.501
C 4.013 -0.102 4.113
O 3.648 -0.610 5.395
C 2.560 -1.533 5.336
H -0.177 3.730 -1.344
H -1.403 3.669 -0.063
H -1.116 5.228 -1.031
H -1.816 2.635 -2.513
H -2.218 4.371 -2.965
H -3.501 3.466 -0.372
H -4.092 4.576 -1.614
H -5.069 1.942 -1.150
H -5.572 3.045 -2.437
H -3.463 1.943 -3.819
H -4.949 1.003 -3.652
H -2.337 0.232 -2.909
H -2.844 0.952 -1.375
H -3.474 -3.050 -2.384
H -4.983 -2.425 -3.113
H -3.596 -2.672 -4.940
H -3.411 -0.916 -4.698
H -1.181 -1.495 -3.402
H -1.223 -2.002 -5.136
H -0.639 -3.660 -3.278
H -5.574 -2.030 -1.100
H -7.790 -1.532 -2.206
H -6.565 -0.287 -3.672
H -5.780 0.625 0.351
H -5.860 -1.221 0.801
H -3.933 -1.310 1.318
H -2.055 0.393 2.303
H -2.632 1.806 0.599
H -3.405 -2.364 -0.375
H -1.117 -0.314 -0.795
H -1.280 -2.012 -1.316
H -1.693 -1.677 1.696
H -0.024 -1.288 1.012
H -1.641 -3.864 0.269
H 0.115 -3.573 0.115
H -1.502 -4.414 2.563
H -0.483 -2.997 2.936
H 0.837 -4.849 3.602
H 0.321 -5.893 2.228
H 2.269 -5.276 1.117
H 1.899 -3.529 1.164
H 3.922 -4.943 2.704
H 2.786 -4.128 3.878
H 2.982 -1.969 2.469
H 4.102 -2.838 1.380
H 5.921 -2.850 2.835
H 4.879 -2.843 4.335
H 5.427 -0.392 2.492
H 6.191 -0.639 4.093
H 3.174 -0.054 3.382
H 4.347 0.956 4.277
H 2.953 -2.540 5.605
H 1.746 -1.255 6.054
H 2.079 -1.618 4.335
C 6.696 -1.485 -3.258
C 5.728 -0.692 -2.398
O 5.686 -1.117 -1.045
C 6.908 -1.033 -0.326
C 7.467 0.376 -0.238
H 6.448 -2.549 -3.230
H 6.652 -1.143 -4.293
H 7.727 -1.381 -2.916
H 4.717 -0.822 -2.789
H 5.944 0.381 -2.451
H 7.645 -1.723 -0.748
H 6.694 -1.392 0.683
H 7.710 0.781 -1.222
H 8.379 0.386 0.361
H 6.738 1.048 0.221
C 0.449 2.742 -7.455
C -0.454 3.608 -6.596
O -0.465 3.237 -5.224
C 0.783 3.296 -4.549
C 1.403 4.682 -4.536
H 0.158 1.691 -7.376
H 0.381 3.046 -8.501
H 1.494 2.816 -7.153
H -1.483 3.506 -6.946
H -0.197 4.667 -6.699
H 1.475 2.558 -4.968
H 0.590 2.987 -3.519
H 1.628 5.037 -5.543
H 2.335 4.675 -3.968
H 0.719 5.401 -4.080
C -0.727 0.798 5.367
C 0.322 1.768 5.884
O -0.088 3.124 5.834
C -1.242 3.457 6.591
C -1.099 3.186 8.078
H -1.005 1.047 4.339
H -0.341 -0.224 5.388
H -1.638 0.822 5.967
H 1.212 1.694 5.256
H 0.638 1.505 6.899
H -2.123 2.949 6.181
H -1.407 4.525 6.440
H -0.944 2.126 8.287
H -1.998 3.502 8.609
H -0.242 3.728 8.483
```

HOMO-LUMO gap (eV): 8.3
Calculated total energy (eV): -82908.246
LUMO energy (eV): -3.0
Net charge: +1
Highest occupied orbital energy (eV): -11.31